Formula: H16O8
Source: the OMol25 dataset
Level of theory: the ωB97M-V functional and the def2-TZVPD basis

SMILES: O.O.O.O.O.O.O.O
Molecular weight (g/mol): 144.12
HOMO-LUMO gap (eV): 9.693
Energy relative to the best compared isomer or geometry (same formula, charge and spin) (kJ/mol): 219.86

Each line ends with the Löwdin charge.
Positions of all 24 atoms, in Å:
O (-2.5306, -0.9219, 1.7218)  -0.037
H (-2.6751, -0.1965, 2.3295)  0.038
H (-1.8147, -0.6252, 1.1599)  -0.025
O (1.9974, 2.3959, 0.3449)  -0.027
H (1.9926, 2.5877, 1.2827)  0.062
H (2.9092, 2.5166, 0.0798)  0.064
O (0.5706, -0.6554, 2.7708)  -0.020
H (1.4573, -0.8292, 3.0868)  0.063
H (0.0221, -0.7092, 3.5535)  0.061
O (-0.3046, 0.1268, 0.3567)  -0.056
H (0.3828, 0.7910, 0.3062)  0.027
H (-0.1112, -0.3581, 1.1590)  0.005
O (0.0882, 2.6661, -1.6922)  -0.044
H (-0.5627, 2.4930, -1.0120)  0.031
H (0.9301, 2.5145, -1.2628)  -0.009
O (-0.5449, -0.3239, -2.2850)  -0.049
H (-0.7389, 0.4137, -2.8633)  0.066
H (-0.4300, 0.0721, -1.4212)  -0.011
O (-1.7349, -2.6971, -0.9629)  -0.043
H (-1.9002, -2.1089, -0.2261)  -0.006
H (-1.1747, -2.1920, -1.5522)  -0.013
O (1.2724, -1.9155, -1.3604)  -0.060
H (2.1554, -1.7926, -1.7089)  0.029
H (0.7446, -1.2518, -1.8045)  -0.045